Entry a
ORCA calculation (ωB97M-V with the def2-TZVPD basis set) on a single C2H4N2OS molecule.

XYZ file:
```
10
Properties=species:S:1:pos:R:3:lowdin_charge:R:1
N 0.975 1.160 0.012 0.1111
C 0.982 -0.184 0.030 -0.9549
S 2.317 -1.128 -0.082 0.6324
N -0.270 -0.767 0.219 0.0405
C -1.533 -0.305 -0.160 -0.3071
O -2.528 -0.988 -0.046 0.0478
H 0.164 1.634 0.350 0.0962
H 1.823 1.601 -0.150 0.0744
H -0.314 -1.764 0.348 0.1258
H -1.618 0.740 -0.521 0.1337
```

Summary:
- SMILES = NC(=S)NC=O
- net charge = 0
- frontier orbital gap (eV) = 9.194
- E_HOMO (eV) = -8.95


Entry b
ORCA calculation (ωB97M-V with the def2-TZVPD basis set) on a single C2H4N2OS molecule.

XYZ file:
```
10
Properties=species:S:1:pos:R:3:lowdin_charge:R:1
C 2.223 -0.588 -0.001 -0.0085
N 1.029 -0.962 0.000 -0.0140
O 0.195 0.149 -0.006 -0.1408
C -1.147 -0.124 -0.007 -0.9496
N -1.806 1.051 0.011 0.0922
S -1.859 -1.608 0.000 0.6243
H 2.984 -1.379 0.026 0.0873
H 2.501 0.478 -0.002 0.0931
H -1.308 1.939 -0.010 0.1170
H -2.812 1.043 -0.011 0.0990
```

Summary:
- SMILES = C=NOC(N)=S
- net charge = 0
- frontier orbital gap (eV) = 9.288
- E_HOMO (eV) = -8.45


It turns out entry a is the most stable, with the second structure 0.0819 hartree higher.


Entry a
ORCA calculation (ωB97M-V with the def2-TZVPD basis set) on a single C2H4N2OS molecule.

XYZ file:
```
10
Properties=species:S:1:pos:R:3:lowdin_charge:R:1
N 1.152 1.047 1.047 0.1650
C 0.548 -0.095 0.561 -0.5722
O 0.742 -1.170 1.041 0.0944
N -0.303 0.097 -0.575 0.0139
C -1.079 -0.902 -1.066 -0.7119
S -2.080 -0.717 -2.348 0.6133
H 1.651 0.822 1.862 0.0886
H 0.527 1.807 1.159 0.0895
H -0.239 0.939 -1.172 0.1426
H -0.920 -1.828 -0.507 0.0768
```

Summary:
- SMILES = NC(=O)NC=S
- net charge = 0
- frontier orbital gap (eV) = 8.979
- E_HOMO (eV) = -8.86


Entry b
ORCA calculation (ωB97M-V with the def2-TZVPD basis set) on a single C2H4N2OS molecule.

XYZ file:
```
10
Properties=species:S:1:pos:R:3:lowdin_charge:R:1
H -0.672 -2.050 0.978 0.0378
N -1.520 -1.566 0.663 0.1094
C -1.154 -0.409 0.136 -0.2046
N 0.139 0.037 -0.053 -0.2419
O 1.133 -0.674 0.570 -0.0243
C 0.478 1.178 -0.692 -0.6302
S 2.027 1.692 -0.750 0.6927
H -1.946 0.224 -0.246 0.1180
H 1.919 -0.033 0.608 0.0491
H -0.404 1.601 -1.215 0.0941
```

Summary:
- SMILES = [H]/N=C\N(O)C=S
- net charge = 0
- frontier orbital gap (eV) = 9.005
- E_HOMO (eV) = -9.35


Entry c
ORCA calculation (ωB97M-V with the def2-TZVPD basis set) on a single C2H4N2OS molecule.

XYZ file:
```
10
Properties=species:S:1:pos:R:3:lowdin_charge:R:1
H -0.695 -0.158 1.514 0.0221
N -1.506 0.255 0.929 0.0328
C -1.351 0.091 -0.365 -0.4808
N -0.438 -0.685 -0.901 -0.3971
S 0.747 -1.366 0.087 0.9583
C 1.596 0.116 0.355 -0.5843
O 1.531 1.123 -0.366 -0.0646
H -2.460 0.313 -0.997 0.1869
H 0.283 0.138 -1.529 0.2114
H 2.292 0.173 1.273 0.1154
```

Summary:
- SMILES = [H]/N=C\NSC=O
- net charge = 0
- frontier orbital gap (eV) = 10.036
- E_HOMO (eV) = -10.04


Entry d
ORCA calculation (ωB97M-V with the def2-TZVPD basis set) on a single C2H4N2OS molecule.

XYZ file:
```
10
Properties=species:S:1:pos:R:3:lowdin_charge:R:1
H 2.516 -1.265 0.344 0.0555
N 2.090 -0.493 -0.190 0.0861
C 1.117 -0.016 0.466 -0.3022
N 0.337 0.984 -0.133 -0.0225
O -1.012 1.006 0.275 -0.1604
C -1.747 -0.003 -0.288 -0.7076
S -3.316 -0.175 0.105 0.6956
H 0.794 -0.280 1.499 0.1435
H 0.387 0.911 -1.157 0.1371
H -1.167 -0.669 -0.921 0.0750
```

Summary:
- SMILES = [H]/N=C/NOC=S
- net charge = 0
- frontier orbital gap (eV) = 9.099
- E_HOMO (eV) = -9.39


It turns out entry a is the most stable, with the second structure 0.1022 hartree higher.


Entry a
ORCA calculation (ωB97M-V with the def2-TZVPD basis set) on 2 unconnected molecules or ions with the total composition C2H4N2OS.

XYZ file:
```
10
Properties=species:S:1:pos:R:3:lowdin_charge:R:1
C -0.259 -1.543 -3.072 0.0554
C -0.695 -1.287 0.524 -1.0550
N -1.728 -1.134 -0.421 0.0470
N 0.435 -1.823 0.072 0.0506
O -0.263 -1.205 -4.173 0.0562
S -0.857 -0.890 2.077 0.6135
H 0.722 -2.246 -0.785 0.0567
H -1.686 -0.895 -1.382 0.0050
H -2.463 -0.570 0.038 0.0789
H 1.211 -1.969 0.706 0.0916
```

Summary:
- net charge = 0
- frontier orbital gap (eV) = 8.643
- E_HOMO (eV) = -8.36


Entry b
ORCA calculation (ωB97M-V with the def2-TZVPD basis set) on a single C2H4N2OS molecule.

XYZ file:
```
10
Properties=species:S:1:pos:R:3:lowdin_charge:R:1
C -2.214 -0.856 -0.144 -0.0115
N -1.597 0.252 0.116 -0.0135
O -0.151 0.004 0.362 -0.2330
C 0.629 1.168 -0.113 -0.2377
N 1.895 0.900 -0.116 -0.3280
S 2.451 -0.780 -0.021 0.7176
H -3.322 -0.657 -0.450 0.1153
H -1.622 -1.731 -0.065 0.0644
H 0.280 2.151 0.013 0.1010
H 3.651 -0.450 0.416 -0.1746
```

Summary:
- SMILES = C=NO/C=N\S
- net charge = 0
- frontier orbital gap (eV) = 9.746
- E_HOMO (eV) = -8.91


Entry c
ORCA calculation (ωB97M-V with the def2-TZVPD basis set) on a single C2H4N2OS molecule.

XYZ file:
```
10
Properties=species:S:1:pos:R:3:lowdin_charge:R:1
N -1.745 -0.621 0.024 0.1615
C -0.696 0.306 -0.019 -0.5764
O -0.885 1.481 0.035 0.0885
N 0.588 -0.257 -0.144 0.0262
C 1.687 0.537 -0.094 -0.7210
S 3.234 0.056 0.063 0.6203
H -2.575 -0.205 0.331 0.0793
H -1.654 -1.636 0.102 0.1090
H 0.703 -1.252 -0.143 0.1268
H 1.343 1.591 -0.154 0.0856
```

Summary:
- SMILES = NC(=O)NC=S
- net charge = 0
- frontier orbital gap (eV) = 9.015
- E_HOMO (eV) = -8.81


It turns out entry c is the most stable, with the second structure 0.0306 hartree higher.


Entry a
ORCA calculation (ωB97M-V with the def2-TZVPD basis set) on a single C4H9NO2 molecule.

XYZ file:
```
16
Properties=species:S:1:pos:R:3:lowdin_charge:R:1
C -2.293 0.765 0.933 -0.0890
C -1.671 -0.464 0.279 -0.2417
N -0.548 -0.149 -0.584 0.0665
C 0.725 -0.125 -0.109 -0.5853
O 1.046 -0.299 1.049 0.0824
O 1.602 0.105 -1.117 -0.0449
C 2.961 -0.161 -0.779 -0.0598
H -2.670 1.464 0.179 0.0712
H -3.126 0.475 1.583 0.0718
H -1.544 1.278 1.544 0.0749
H -1.313 -1.156 1.048 0.1167
H -2.413 -0.998 -0.325 0.1150
H -0.677 -0.038 -1.576 0.1442
H 3.561 0.185 -1.622 0.0907
H 3.253 0.355 0.138 0.0906
H 3.106 -1.237 -0.642 0.0967
```

Summary:
- SMILES = CCNC(=O)OC
- net charge = 0
- frontier orbital gap (eV) = 10.661
- E_HOMO (eV) = -9.74


Entry b
ORCA calculation (ωB97M-V with the def2-TZVPD basis set) on a single C4H9NO2 molecule.

XYZ file:
```
16
Properties=species:S:1:pos:R:3:lowdin_charge:R:1
C -1.210 1.338 -0.500 -0.0553
C -0.278 0.476 0.349 -0.3467
C -0.802 -0.954 0.447 -0.2502
O -0.181 -1.662 1.491 -0.0467
N 1.115 0.538 -0.109 0.0691
C 1.898 -0.437 -0.622 -0.3433
O 1.574 -1.575 -0.917 -0.0016
H -0.789 2.333 -0.680 0.0762
H -2.166 1.455 0.024 0.0822
H -1.414 0.868 -1.467 0.0855
H -0.272 0.871 1.372 0.1457
H -1.866 -0.900 0.680 0.1235
H -0.683 -1.453 -0.515 0.1190
H 0.527 -2.186 1.096 0.0787
H 1.606 1.393 0.105 0.1329
H 2.942 -0.105 -0.756 0.1310
```

Summary:
- SMILES = C[C@@H](CO)NC=O
- net charge = 0
- frontier orbital gap (eV) = 10.732
- E_HOMO (eV) = -9.98


It turns out entry a is the most stable, with the second structure 0.0179 hartree higher.


Entry a
ORCA calculation (ωB97M-V with the def2-TZVPD basis set) on a single C4H9NO2 molecule.

XYZ file:
```
16
Properties=species:S:1:pos:R:3:lowdin_charge:R:1
C -1.210 1.347 -0.472 -0.0592
C -0.258 0.486 0.359 -0.3444
C -0.778 -0.952 0.437 -0.2481
O -0.180 -1.665 1.496 -0.0505
N 1.125 0.542 -0.146 0.0674
C 1.915 -0.474 -0.587 -0.3357
O 1.601 -1.625 -0.850 -0.0046
H -0.808 2.348 -0.658 0.0741
H -2.153 1.466 0.075 0.0819
H -1.423 0.883 -1.442 0.0866
H -0.231 0.872 1.388 0.1462
H -1.864 -0.918 0.601 0.1260
H -0.581 -1.444 -0.520 0.1177
H 0.528 -2.194 1.105 0.0776
H 1.612 1.413 0.036 0.1349
H 2.959 -0.130 -0.697 0.1302
```

Summary:
- SMILES = C[C@@H](CO)NC=O
- net charge = 0
- frontier orbital gap (eV) = 10.737
- E_HOMO (eV) = -9.98


Entry b
ORCA calculation (ωB97M-V with the def2-TZVPD basis set) on 2 unconnected molecules or ions with the total composition C4H9NO2.

XYZ file:
```
16
Properties=species:S:1:pos:R:3:lowdin_charge:R:1
C 1.051 0.086 2.170 -0.0930
C 1.196 1.189 1.133 -0.2523
N 0.487 0.829 -0.089 0.0766
C -0.687 1.082 -0.303 -0.3206
O -1.814 1.298 -0.525 0.1770
H 1.465 -0.854 1.791 0.0755
H 1.573 0.355 3.092 0.0736
H -0.007 -0.079 2.404 0.0760
H 0.802 2.137 1.514 0.1151
H 2.245 1.348 0.871 0.1098
C -1.365 -1.398 -2.086 -0.1657
O -0.262 -0.543 -2.295 -0.1418
H -1.604 -1.861 -3.047 0.0776
H -1.160 -2.194 -1.358 0.0836
H -2.248 -0.839 -1.743 0.0676
H 0.330 -0.556 -1.530 0.0410
```

Summary:
- SMILES = CCN=C=O.CO
- net charge = 0
- frontier orbital gap (eV) = 10.748
- E_HOMO (eV) = -10.04


It turns out entry a is the most stable, with the second structure 0.0267 hartree higher.